No. 1
DFT (ωB97M-V/def2-TZVPD) results for a cluster of 10 separate species, C30H38N10O20 in total.

Results
F_max: 4.1 eV/A
multiplicity: 2
E_LUMO (alpha / beta): -0.2385 / -0.3659 hartree
gap between HOMO and LUMO (alpha / beta): 5.2 / 1.8 eV
total energy: -87536.63570 eV
expectation value of S²: 0.77
charge: +1

XYZ file:
```
98
Properties=species:S:1:pos:R:3:forces:R:3
C 3.331302 3.900537 -1.649826 -0.390 0.942 0.768
N 4.575102 4.028487 -0.819546 1.765 0.166 -1.612
O 4.566982 3.869047 0.370124 -0.926 -0.493 0.694
O 5.568252 4.380137 -1.439476 -0.505 -0.166 0.063
H 2.847282 2.924747 -1.609226 0.516 -0.065 0.067
H 3.546172 4.295047 -2.642956 0.131 -0.483 0.148
H 2.721572 4.626687 -1.112216 -0.543 -0.041 -0.167
C -2.558298 -5.339933 1.178754 -2.870 -0.434 -0.564
N -1.418858 -4.713013 0.515844 1.479 -0.089 0.028
O -1.571648 -3.912613 -0.405626 -0.055 -0.924 1.114
O -0.325358 -5.101153 0.924734 -0.501 0.684 -0.329
H -3.358418 -5.367913 0.439074 0.211 -0.289 -0.432
H -3.114438 -4.759163 1.914634 1.122 0.602 0.274
H -2.424438 -6.351703 1.561504 0.856 0.341 -0.215
C 3.387012 -4.073353 2.390484 0.466 0.294 -0.490
N 4.021902 -2.923883 3.045664 1.395 2.407 3.043
O 4.776122 -3.144423 4.027384 -1.784 0.252 -2.452
O 3.816672 -1.764733 2.613274 0.215 -2.507 0.411
H 2.535272 -3.670483 1.842454 0.185 -0.386 -0.085
H 3.163852 -4.893593 3.072754 0.018 0.464 0.138
H 4.239282 -4.358333 1.773624 -0.500 -0.515 -0.605
C 5.230392 0.308217 0.110684 0.215 -0.138 1.100
N 4.886442 0.146877 -1.297406 -1.786 0.042 0.545
O 4.260332 -0.851493 -1.613036 0.764 -0.038 -0.264
O 5.074002 1.102637 -1.998646 0.342 0.684 -1.286
H 5.480052 1.342217 0.348614 0.344 -0.191 -0.470
H 6.049052 -0.388753 0.289914 -0.169 0.100 0.404
H 4.331522 0.080277 0.683554 0.200 -0.531 -0.065
C -0.259858 -0.600423 -0.749796 1.261 -0.291 0.741
N 1.267062 -0.428263 -0.487796 -0.076 -0.522 -0.655
O 1.779692 0.612567 -0.907776 -0.090 -1.146 1.001
O 1.860262 -1.385973 0.038244 -1.192 2.265 -0.883
H -0.295878 -1.497603 -1.367756 -0.341 0.021 0.267
H -0.720678 0.266587 -1.223136 0.632 -0.157 0.045
H -0.650518 -0.738833 0.258334 -0.256 -0.346 -0.249
C 2.176572 -4.339313 -1.364086 -0.137 1.470 0.561
N 2.597572 -5.757923 -1.568796 -0.149 0.504 -1.237
O 3.187942 -6.010443 -2.627066 -0.599 0.214 1.609
O 2.214492 -6.555293 -0.743196 0.474 -0.167 -0.137
H 1.430962 -4.063183 -2.109686 0.131 -0.369 -0.115
H 2.972842 -3.595753 -1.398096 0.561 -0.586 -0.663
H 1.756792 -4.121803 -0.381956 -0.277 -1.000 -0.044
C 1.615232 -0.563793 -4.033636 0.490 1.139 -0.462
C 1.309842 -1.486403 -4.991236 -0.540 -0.175 -0.675
C 0.118562 -1.401893 -5.745436 0.416 -0.143 0.376
C -0.785318 -0.359283 -5.526066 1.666 0.323 1.176
C -0.451708 0.596357 -4.521426 0.556 -0.083 -0.303
C 0.793452 0.546207 -3.881396 -1.144 -0.973 0.531
N -1.947008 -0.193353 -6.413616 1.784 -3.279 -1.395
O -2.019708 -0.982123 -7.363666 0.128 0.717 0.926
O -2.721928 0.657137 -6.191936 -1.963 2.497 0.872
H 2.576952 -0.604383 -3.543886 0.030 -0.054 0.286
H 2.095382 -2.196443 -5.203776 -0.431 -0.557 -0.194
H -0.055008 -2.191833 -6.461176 -0.264 0.302 -0.267
H -1.069058 1.408507 -4.166896 -0.547 -0.007 -0.701
H 1.041322 1.238257 -3.090166 -0.125 0.286 -0.185
C -5.352438 2.103167 2.759684 0.080 0.895 -1.155
C -5.302598 1.093087 3.657034 0.770 -1.900 1.026
C -4.834448 -0.168013 3.299024 0.203 -0.602 -0.436
C -4.396498 -0.382343 1.991164 -0.865 -1.486 1.415
C -4.407098 0.637867 1.099384 0.708 1.339 -1.329
C -4.879788 1.903387 1.444934 -0.587 -0.558 0.916
N -3.965288 -1.765693 1.558004 3.655 -1.379 -0.734
O -4.026548 -2.750893 2.327224 -0.966 2.570 -1.050
O -3.268078 -1.849023 0.496284 -2.492 0.795 2.381
H -5.747098 3.008657 3.196414 0.035 0.520 -0.749
H -5.539928 1.250927 4.698744 -0.268 0.091 -0.017
H -4.772018 -0.978573 4.010004 -0.125 -0.023 0.061
H -3.900658 0.516177 0.153274 -0.397 -0.241 -0.277
H -4.949818 2.646157 0.664054 0.141 0.213 0.184
C 0.044642 -1.508773 3.389564 0.007 0.622 0.416
C -1.073218 -1.702843 4.205874 1.109 0.971 0.715
C -1.184378 -0.926563 5.372034 -0.260 1.422 0.597
C -0.286978 0.140617 5.671234 -1.180 -1.669 -1.124
C 0.801672 0.249017 4.818724 1.134 1.777 0.670
C 1.037732 -0.541583 3.723704 -2.137 -1.733 -0.923
N -0.550218 1.145967 6.779824 3.223 0.846 1.205
O 0.470562 1.754587 7.212454 -1.796 -1.416 -1.542
O -1.632728 1.328777 7.273494 -0.615 -0.803 -0.895
H 0.044522 -2.076703 2.470954 0.537 -0.065 -0.179
H -1.825828 -2.424593 3.924704 -0.074 -0.060 0.209
H -2.026628 -1.025203 6.040834 -0.208 -0.207 -0.020
H 1.512302 1.051557 4.950404 0.012 0.160 0.435
H 1.857342 -0.395323 3.035774 0.186 0.116 0.302
C -2.163908 6.933537 -2.768106 0.563 0.322 0.239
C -3.163618 6.328027 -1.942666 -0.239 -1.080 -0.623
C -2.920778 5.088877 -1.376906 0.819 0.644 0.716
C -1.649808 4.548937 -1.549216 0.059 -0.495 0.640
C -0.532688 5.254067 -2.160866 -1.243 1.079 -0.173
C -0.847118 6.478067 -2.752606 -0.120 -0.805 -0.623
N -1.413728 3.140637 -1.074536 -1.449 -1.392 1.024
O -0.457488 2.553057 -1.518406 0.308 0.895 -0.324
O -2.259248 2.613727 -0.336916 1.066 1.610 -1.061
H -2.449758 7.789297 -3.361716 0.107 0.105 -0.105
H -4.177018 6.701047 -1.925636 0.057 0.439 0.240
H -3.633698 4.729737 -0.649466 -0.034 -0.810 -0.375
H 0.490262 4.907717 -2.161246 -0.120 -0.504 0.035
H -0.123288 6.957787 -3.394746 0.207 0.224 0.300
```
Forces are in eV/Å.

---

No. 2
DFT (ωB97M-V/def2-TZVPD) results for a structure of composition C30H38N12O3P2PtS.

Results
F_max: 3.9 eV/A
E_LUMO (alpha / beta): -0.2585 / -0.2585 hartree
gap between HOMO and LUMO (alpha / beta): 6.0 / 6.0 eV
total energy: -88395.77247 eV
relative energy (zero: lowest compared OMol25 entry of this formula, charge and spin): 61.82 kcal/mol
charge: +2

XYZ file:
```
87
Properties=species:S:1:pos:R:3:forces:R:3
Pt 0.373943 -0.083234 0.238986 2.573 1.913 2.194
N 0.181917 0.827238 -1.582682 -0.653 -0.648 -0.348
C -1.141440 0.856728 -2.177931 0.241 -0.059 -0.221
C -1.659629 2.054480 -2.606027 -0.010 0.118 -0.211
C -2.931395 2.096696 -3.174305 0.062 0.037 0.016
C -3.670359 0.936838 -3.325597 0.034 -0.022 -0.066
C -3.157522 -0.275449 -2.886292 0.065 -0.049 -0.113
C -1.878426 -0.331223 -2.329703 -0.162 0.736 1.369
P -1.257184 -1.849378 -1.595328 0.197 -3.329 -1.443
C -2.377802 -3.144189 -2.166989 -0.303 0.306 -0.528
C -3.675940 -3.187804 -1.649452 0.012 0.013 -0.051
C -4.546557 -4.181056 -2.057828 0.007 -0.025 0.011
C -4.121728 -5.140227 -2.972496 -0.033 0.014 0.013
C -2.832382 -5.103821 -3.476884 0.036 -0.042 0.008
C -1.950435 -4.108688 -3.073741 -0.089 0.088 -0.022
C 0.340876 -2.157906 -2.363099 0.165 0.463 -0.062
C 0.499516 -1.695996 -3.679191 0.019 -0.002 0.110
C 1.696896 -1.897242 -4.346752 -0.017 -0.005 -0.035
C 2.747431 -2.547991 -3.710599 0.002 0.016 0.007
C 2.593382 -3.009339 -2.411229 -0.025 -0.022 0.017
C 1.399372 -2.812954 -1.731302 -0.049 -0.163 -0.114
H 0.557374 1.763234 -1.433878 0.055 0.054 -0.182
H 0.832847 0.322382 -2.186046 0.015 0.180 -0.198
H -1.077562 2.962998 -2.500545 -0.028 -0.024 0.007
H -3.336259 3.046629 -3.499496 0.003 -0.033 0.017
H -4.652049 0.970179 -3.777890 0.010 -0.015 0.016
H -3.736223 -1.178515 -3.006912 -0.025 0.021 0.047
H -3.999944 -2.447863 -0.922784 -0.026 -0.033 -0.025
H -5.555189 -4.212472 -1.666761 0.037 -0.013 0.017
H -4.801744 -5.921327 -3.287500 0.013 0.034 -0.003
H -2.507636 -5.850764 -4.189420 0.007 0.005 0.038
H -0.941954 -4.092161 -3.466359 -0.032 -0.006 -0.020
H -0.320205 -1.206148 -4.191086 0.016 0.017 -0.010
H 1.803948 -1.554198 -5.367812 0.000 -0.018 0.025
H 3.683003 -2.701977 -4.233456 -0.034 -0.005 0.018
H 3.401522 -3.535613 -1.920456 -0.003 0.028 -0.012
H 1.301786 -3.204589 -0.730363 0.003 0.061 0.031
N 0.173500 -2.634986 3.050661 -0.065 -0.022 -0.018
C -0.423503 -2.957674 1.874837 0.106 -0.201 0.652
N -1.217458 -4.037980 1.608088 -0.113 0.108 -0.660
N -1.602111 -3.907537 0.371947 -0.007 -0.148 0.573
N -1.015716 -2.808328 -0.100051 -0.323 1.574 0.483
N -0.302324 -2.195597 0.839780 0.014 -0.378 -1.001
C 0.903514 -1.461333 3.142126 -0.148 0.028 -0.096
N 1.580983 -1.099241 4.216939 0.174 0.140 -0.023
N 2.149412 0.069569 3.900666 -0.314 -0.131 -0.011
N 1.808892 0.407134 2.702887 0.222 -0.318 0.569
N 1.019050 -0.540749 2.176471 -0.674 -0.294 -0.181
H 0.199865 -3.301460 3.806622 0.044 0.080 0.084
C -4.274451 -0.133718 2.750497 0.122 0.031 0.042
N -3.031087 0.517933 3.162854 -0.166 -0.098 0.023
C -2.706004 0.881452 4.460420 -0.136 -0.060 -0.074
C -1.477329 1.435020 4.423503 0.143 0.004 -0.066
N -1.076731 1.405335 3.105389 0.097 0.129 0.053
C -2.021256 0.845167 2.340019 -0.096 0.122 -0.114
S -1.992253 0.682668 0.615382 -0.348 -0.387 0.536
H -5.000553 -0.031929 3.550728 0.007 0.012 0.023
H -4.095876 -1.188634 2.553269 0.016 -0.033 0.009
H -4.655073 0.340297 1.851570 -0.006 0.051 -0.021
H -3.379412 0.728695 5.286085 0.012 -0.047 -0.054
H -0.860155 1.829174 5.212126 -0.008 0.007 -0.051
H -0.225325 1.797714 2.708459 -0.004 0.024 0.011
C 4.595947 2.277125 3.536993 -0.036 0.062 0.013
C 4.479626 1.537705 2.231260 0.027 -0.042 0.002
O 3.448943 2.153549 1.395323 0.367 -0.494 0.148
P 2.106523 1.625582 0.777939 -1.403 0.448 -1.170
O 2.291578 2.265854 -0.712116 0.301 0.128 -0.137
C 3.538804 2.636425 -1.364321 -0.054 0.055 0.027
C 3.536986 4.106940 -1.706792 -0.056 0.010 -0.011
O 0.959612 2.616900 1.335533 0.226 0.206 0.156
C 1.221686 4.035967 1.570158 0.093 -0.080 0.102
C 1.309453 4.310255 3.052701 -0.017 -0.020 0.038
H 5.531370 1.991675 4.019781 -0.034 -0.002 0.022
H 3.776071 2.028792 4.208063 -0.006 0.025 -0.006
H 4.619170 3.353788 3.362883 0.057 -0.022 0.009
H 4.244312 0.486820 2.380418 -0.032 -0.007 -0.033
H 5.400079 1.608697 1.656694 -0.014 0.048 -0.113
H 3.615295 2.023659 -2.262438 -0.001 -0.036 0.006
H 4.374644 2.396825 -0.712267 -0.036 -0.057 0.063
H 2.811779 4.336072 -2.488648 -0.004 0.010 0.052
H 4.525811 4.398488 -2.063473 -0.037 -0.006 -0.028
H 3.305388 4.707098 -0.826462 0.055 0.005 -0.025
H 0.392839 4.568041 1.109271 -0.017 0.001 -0.052
H 2.143087 4.318361 1.064901 -0.003 -0.028 -0.031
H 0.336398 4.202463 3.536568 0.028 -0.015 -0.010
H 1.650689 5.333023 3.218068 -0.040 -0.013 0.012
H 2.021062 3.633625 3.527892 0.000 0.038 -0.017
```
Forces are in eV/Å.